Below is 10 unconnected molecules or ions with the total composition C31H79N3O20 at a distorted geometry, with properties calculated with wB97M-V/def2-TZVPD.

Each line ends with the Löwdin charge.
Element x y z (Å)
1 C -1.530 4.408 -1.276  0.03
2 N -1.488 5.508 -2.241  -0.42
3 O -1.776 5.334 -3.433  0.05
4 O -1.082 6.592 -1.816  0.05
5 H -2.069 4.727 -0.383  0.08
6 H -0.525 4.108 -0.977  0.09
7 H -2.043 3.617 -1.822  0.09
8 C -1.311 6.480 3.835  0.05
9 N -1.618 5.328 2.947  -0.43
10 O -1.323 5.356 1.782  0.07
11 O -2.174 4.378 3.490  0.05
12 H -1.982 6.654 4.677  0.10
13 H -1.151 7.434 3.333  0.10
14 H -0.376 6.186 4.311  0.10
15 C -1.798 -2.184 4.010  0.05
16 N -2.631 -3.295 3.492  -0.43
17 O -3.737 -3.422 3.958  0.08
18 O -2.217 -3.980 2.538  0.03
19 H -0.795 -2.610 4.027  0.10
20 H -2.194 -1.962 5.001  0.11
21 H -1.807 -1.310 3.360  0.06
22 C 1.822 2.672 3.419  -0.09
23 O 2.254 3.990 3.827  -0.20
24 C 2.985 4.775 2.828  -0.18
25 C 3.493 5.975 3.565  -0.23
26 O 3.965 6.903 2.615  -0.18
27 C 4.414 8.120 3.242  -0.09
28 H 2.661 1.986 3.538  0.08
29 H 1.430 2.741 2.404  0.07
30 H 1.110 2.169 4.073  0.08
31 H 2.285 5.027 2.031  0.12
32 H 3.855 4.267 2.412  0.12
33 H 4.282 5.557 4.191  0.13
34 H 2.697 6.433 4.153  0.12
35 H 3.639 8.505 3.905  0.08
36 H 4.702 8.877 2.513  0.09
37 H 5.273 7.952 3.891  0.08
38 C 4.452 -1.844 1.328  -0.03
39 O 4.521 -0.542 0.568  -0.21
40 C 3.366 0.242 0.507  -0.21
41 C 3.713 1.616 -0.168  -0.19
42 O 2.583 2.465 -0.227  -0.19
43 C 2.941 3.761 -0.656  -0.09
44 H 4.294 -1.591 2.377  0.09
45 H 5.345 -2.445 1.162  0.09
46 H 3.572 -2.451 1.114  0.06
47 H 3.083 0.375 1.552  0.12
48 H 2.627 -0.263 -0.115  0.10
49 H 4.214 1.385 -1.108  0.11
50 H 4.490 2.063 0.452  0.13
51 H 3.448 4.341 0.116  0.08
52 H 2.055 4.311 -0.973  0.09
53 H 3.551 3.685 -1.556  0.09
54 C -7.791 -2.792 -2.270  -0.14
55 O -6.493 -2.894 -2.782  -0.18
56 C -6.220 -1.642 -3.472  -0.17
57 C -4.760 -1.630 -4.136  -0.19
58 O -3.753 -1.777 -3.173  -0.20
59 C -2.470 -2.160 -3.752  -0.08
60 H -8.132 -3.783 -1.971  0.09
61 H -8.530 -2.652 -3.059  0.09
62 H -7.824 -2.051 -1.470  0.09
63 H -6.407 -0.706 -2.946  0.11
64 H -6.949 -1.558 -4.278  0.11
65 H -4.626 -0.755 -4.773  0.12
66 H -4.782 -2.555 -4.712  0.11
67 H -2.577 -2.945 -4.501  0.09
68 H -1.759 -2.381 -2.955  0.06
69 H -1.964 -1.316 -4.220  0.08
70 C -5.241 2.851 1.400  -0.08
71 O -4.628 3.193 0.153  -0.19
72 C -4.855 2.327 -0.915  -0.21
73 C -4.594 0.847 -0.718  -0.24
74 O -5.416 0.188 0.168  -0.16
75 C -5.029 -1.138 0.460  -0.08
76 H -4.699 2.082 1.951  0.08
77 H -6.259 2.490 1.248  0.09
78 H -5.395 3.751 1.994  0.09
79 H -4.191 2.737 -1.677  0.12
80 H -5.897 2.459 -1.207  0.13
81 H -3.579 0.739 -0.336  0.11
82 H -4.543 0.420 -1.719  0.11
83 H -5.365 -1.811 -0.329  0.08
84 H -5.479 -1.489 1.389  0.09
85 H -3.976 -1.330 0.666  0.08
86 C 3.320 -6.918 -2.365  -0.10
87 O 2.669 -6.782 -1.121  -0.15
88 C 3.416 -6.100 -0.137  -0.20
89 C 2.553 -5.973 1.172  -0.15
90 O 2.075 -7.280 1.566  -0.17
91 C 2.984 -7.970 2.408  -0.11
92 H 4.237 -7.508 -2.392  0.10
93 H 3.644 -5.940 -2.720  0.06
94 H 2.613 -7.337 -3.082  0.10
95 H 3.753 -5.125 -0.487  0.10
96 H 4.385 -6.588 -0.038  0.12
97 H 1.700 -5.344 0.918  0.10
98 H 3.144 -5.564 1.992  0.12
99 H 2.825 -9.041 2.281  0.09
100 H 2.854 -7.776 3.472  0.09
101 H 4.035 -7.783 2.186  0.08
102 C 3.384 0.065 -5.366  0.00
103 O 3.824 -1.096 -4.541  -0.16
104 C 3.444 -1.032 -3.191  -0.21
105 C 3.914 -2.194 -2.401  -0.11
106 O 3.503 -3.396 -3.009  0.08
107 C 2.069 -3.763 -2.858  0.08
108 H 2.331 0.298 -5.206  0.09
109 H 3.587 -0.117 -6.421  0.10
110 H 4.085 0.840 -5.055  0.09
111 H 2.369 -0.926 -3.049  0.13
112 H 3.906 -0.161 -2.727  0.13
113 H 3.509 -2.211 -1.390  0.13
114 H 4.992 -2.041 -2.346  0.17
115 H 1.387 -2.998 -3.227  0.12
116 H 1.925 -3.844 -1.780  0.11
117 H 1.935 -4.714 -3.373  0.11
118 C -0.113 -2.591 0.088  -0.05
119 O 0.393 -1.589 -0.826  -0.24
120 C -0.343 -0.404 -1.002  -0.18
121 C -0.333 0.462 0.279  -0.13
122 O -1.472 0.077 1.157  -0.23
123 C -1.448 0.951 2.317  -0.09
124 H -0.159 -2.210 1.108  0.08
125 H 0.378 -3.564 0.093  0.07
126 H -1.127 -2.803 -0.251  0.09
127 H -1.342 -0.654 -1.359  0.11
128 H 0.056 0.158 -1.847  0.12
129 H -0.461 1.527 0.086  0.11
130 H 0.605 0.312 0.814  0.10
131 H -0.505 0.886 2.861  0.07
132 H -2.288 0.664 2.949  0.09
133 H -1.527 1.980 1.969  0.08

- E_tot: -78819.55990 eV
- Energy above the lowest of the compared OMol25 structures with the same formula, charge and spin: 0.0 kJ/mol
- 2S+1: 2
- HOMO level (spin up / spin down): -10.9 / -10.9 eV
- Net charge: +1
- Orbital gap (spin up / spin down): 8.8 / 2.4 eV


Below is a single C4H10N2O molecule at a distorted geometry, with properties calculated with wB97M-V/def2-TZVPD.

Each line ends with the natural charge from an NBO analysis.
Element x y z (Å)
1 H -0.060 0.124 3.092  0.35
2 N 0.146 0.100 2.077  -0.74
3 C -0.860 -0.334 1.421  0.27
4 N -0.846 -0.571 0.070  -0.17
5 O -2.146 -0.482 -0.435  -0.56
6 C 0.203 -0.062 -0.835  -0.05
7 C 0.182 1.489 -0.819  -0.63
8 C 1.520 -0.715 -0.428  -0.63
9 H -1.831 -0.670 1.879  0.17
10 H -2.335 -1.351 -0.875  0.47
11 H -0.096 -0.423 -1.807  0.20
12 H 0.540 1.863 0.159  0.23
13 H -0.819 1.881 -0.935  0.22
14 H 0.843 1.853 -1.587  0.21
15 H 1.388 -1.824 -0.458  0.21
16 H 1.830 -0.455 0.584  0.25
17 H 2.341 -0.421 -1.102  0.21

- Structure (SMILES): [H]/N=C/N(O)C(C)C
- E_tot: -9335.99235 eV
- Energy above the lowest of the compared OMol25 structures with the same formula, charge and spin: 289.0 kJ/mol
- HOMO level: -8.8 eV
- Orbital gap: 9.6 eV


Below is a molecular structure, C10H9AsN4O2PtS5 at a distorted geometry, with properties calculated with wB97M-V/def2-TZVPD.

Each line ends with the natural charge from an NBO analysis.
Element x y z (Å)
1 Pt -0.652 2.336 1.973  0.56
2 S -1.903 6.719 3.961  -0.82
3 As -1.223 4.712 3.943  0.96
4 S -2.549 3.309 2.821  -0.52
5 S 0.397 4.353 2.459  -0.52
6 S -0.759 3.930 5.861  -0.82
7 N -1.096 -2.544 -4.779  -0.81
8 C -0.466 -1.724 -3.822  0.16
9 C -0.871 -0.402 -3.652  -0.27
10 C -0.266 0.399 -2.698  -0.15
11 C 0.745 -0.119 -1.898  -0.39
12 C 1.137 -1.441 -2.042  -0.08
13 C 0.534 -2.240 -3.001  -0.31
14 S 1.517 0.928 -0.691  2.35
15 O 2.800 0.340 -0.399  -0.97
16 O 1.477 2.256 -1.234  -0.95
17 N 0.504 0.893 0.552  -0.97
18 C 0.436 -0.167 1.403  0.57
19 N -0.278 0.160 2.513  -0.52
20 C -0.379 -0.719 3.483  0.11
21 C 0.198 -1.981 3.376  -0.38
22 C 0.821 -2.260 2.173  0.09
23 N 0.940 -1.388 1.176  -0.51
24 H -1.516 -2.035 -5.540  0.37
25 H -0.524 -3.305 -5.108  0.37
26 H -1.664 -0.002 -4.276  0.20
27 H -0.557 1.434 -2.567  0.25
28 H 1.913 -1.823 -1.394  0.24
29 H 0.836 -3.276 -3.119  0.19
30 H -0.930 -0.397 4.361  0.22
31 H 0.134 -2.705 4.174  0.21
32 H 1.248 -3.243 1.990  0.17

- E_tot: -138836.33679 eV
- Energy above the lowest of the compared OMol25 structures with the same formula, charge and spin: 51.0 kJ/mol
- HOMO level: -1.0 eV
- Net charge: -2
- Orbital gap: 5.0 eV


Below is 8 unconnected molecules or ions with the total composition C33H42O17 at a distorted geometry, with properties calculated with wB97M-V/def2-TZVPD.

Each line ends with the Löwdin charge.
Element x y z (Å)
1 O -6.341 -0.003 -1.031  0.10
2 C -6.469 0.333 0.120  -0.42
3 C -7.836 0.332 0.649  0.14
4 C -8.036 0.659 2.231  -0.18
5 O -9.166 1.043 2.657  0.16
6 C -6.895 0.873 3.047  -0.39
7 O -6.945 1.071 4.241  0.14
8 C -5.565 0.968 2.340  0.11
9 C -5.308 0.753 0.893  -0.23
10 O -4.094 0.893 0.392  0.08
11 H -8.538 0.132 -0.023  0.04
12 H -9.878 0.852 2.054  0.14
13 H -4.694 1.297 3.081  0.15
14 H -4.040 1.120 -0.562  0.14
15 O 1.402 -2.778 4.063  0.09
16 C 0.212 -2.452 4.222  -0.43
17 C -0.833 -2.997 3.410  0.09
18 C -2.324 -2.461 3.244  -0.12
19 O -3.257 -2.972 2.394  0.06
20 C -2.665 -1.364 4.177  -0.39
21 O -3.674 -0.716 4.089  0.13
22 C -1.667 -1.003 5.183  0.14
23 C -0.207 -1.557 5.235  -0.12
24 O 0.666 -1.077 6.215  0.02
25 H -0.334 -3.680 2.688  0.10
26 H -2.811 -3.489 1.594  0.20
27 H -2.049 -0.447 5.898  0.05
28 H 1.650 -1.453 6.313  0.20
29 O 5.353 2.048 -3.199  0.16
30 C 4.265 2.001 -3.597  -0.46
31 C 3.208 2.907 -3.110  0.12
32 C 1.700 2.872 -3.643  -0.15
33 O 0.819 3.757 -3.165  0.13
34 C 1.287 1.768 -4.399  -0.35
35 O 0.092 1.547 -4.748  0.10
36 C 2.304 0.826 -4.927  0.14
37 C 3.748 0.978 -4.502  -0.12
38 O 4.687 0.099 -4.976  0.14
39 H 3.392 3.856 -2.686  0.09
40 H 1.261 4.118 -2.425  0.09
41 H 1.974 -0.035 -5.424  0.08
42 H 5.394 0.573 -4.969  0.00
43 C 0.587 5.838 2.161  0.00
44 C -0.413 4.755 1.765  -0.40
45 C -1.233 4.209 2.916  0.02
46 O -0.572 4.318 0.561  -0.02
47 H 0.072 6.608 1.904  0.02
48 H 1.505 5.708 1.467  0.12
49 H 1.064 5.667 3.062  0.06
50 H -1.786 3.489 2.559  0.02
51 H -1.955 5.006 3.101  0.11
52 H -0.375 4.111 3.531  0.08
53 C 0.836 -2.479 -4.111  -0.04
54 C 1.582 -3.088 -5.276  -0.50
55 C 2.825 -3.964 -4.864  -0.03
56 O 1.371 -2.876 -6.424  0.08
57 H 0.407 -1.515 -4.475  0.09
58 H 1.507 -2.048 -3.522  0.01
59 H -0.045 -3.125 -3.947  0.12
60 H 3.178 -4.700 -5.622  0.07
61 H 2.546 -4.774 -3.987  0.13
62 H 3.693 -3.303 -4.900  0.07
63 C 1.953 -4.474 1.297  -0.02
64 C 2.939 -4.425 0.112  -0.50
65 C 2.522 -3.571 -1.021  -0.04
66 O 3.991 -5.005 0.111  0.08
67 H 2.312 -5.203 2.029  0.10
68 H 0.974 -4.643 0.911  0.06
69 H 1.920 -3.622 1.865  0.02
70 H 3.135 -3.724 -1.881  0.04
71 H 2.623 -2.566 -0.685  0.04
72 H 1.291 -3.673 -1.468  0.17
73 C -0.604 1.332 -0.907  0.00
74 C -0.078 -0.092 -0.578  -0.41
75 C -0.603 -0.661 0.798  0.04
76 O 0.539 -0.700 -1.388  0.08
77 H 0.200 2.108 -1.109  0.08
78 H -1.459 1.545 -0.260  0.06
79 H -1.234 1.156 -1.776  0.08
80 H -1.483 -0.734 0.737  -0.06
81 H -0.227 -0.314 1.743  0.10
82 H -0.419 -1.689 0.753  0.06
83 C 3.086 2.337 0.390  -0.03
84 C 3.689 1.090 0.873  -0.40
85 C 4.352 0.220 -0.267  0.01
86 O 3.573 0.635 2.079  0.00
87 H 4.030 2.959 0.145  0.14
88 H 2.334 2.740 1.018  0.07
89 H 2.668 2.051 -0.550  0.04
90 H 4.955 0.783 -0.873  0.02
91 H 3.552 -0.319 -1.057  0.15
92 H 4.885 -0.574 0.018  0.02

- Structure (SMILES): O=C1C=C(O)C(=O)C=C1O.O=C1C=C(O)C(=O)C=C1O.O=C1C=C(O)C(=O)C=C1O.CC(C)=O.CC(C)=O.CC(C)=O.CC(C)=O.CC(C)=O
- E_tot: -69689.77128 eV
- Energy above the lowest of the compared OMol25 structures with the same formula, charge and spin: 1711.5 kJ/mol
- HOMO level: -8.7 eV
- Orbital gap: 6.2 eV


Among the records above, which one has the lowest energy above the lowest of the compared OMol25 structures with the same formula, charge and spin? C31H79N3O20


E_tot of number 2 (C4H10N2O)? -9335.99235 eV


The lowest E_tot belongs to which entry? C10H9AsN4O2PtS5


Look up the energy above the lowest of the compared OMol25 structures with the same formula, charge and spin of the first one. 0.0 kJ/mol